No. 1
{
  "formula": "C54H55CsGeN8O3S2",
  "method": "ωB97M-V/def2-TZVPD",
  "elements": ["Cs", "C", "C", "N", "C", "S", "N", "N", "C", "C", "C", "C", "C", "C", "C", "N", "H", "H", "H", "H", "H", "H", "H", "H", "H", "H", "H", "H", "H", "O", "C", "O", "C", "C", "C", "C", "C", "C", "N", "C", "C", "C", "C", "C", "C", "N", "H", "H", "H", "H", "H", "H", "H", "H", "H", "H", "C", "C", "C", "C", "C", "C", "C", "S", "C", "O", "H", "H", "H", "H", "H", "H", "H", "H", "H", "H", "C", "Ge", "C", "C", "C", "C", "C", "C", "C", "C", "C", "C", "C", "C", "C", "C", "C", "C", "C", "C", "H", "H", "H", "H", "H", "H", "H", "H", "H", "H", "H", "H", "H", "H", "H", "H", "C", "N", "C", "C", "N", "C", "H", "H", "H", "H", "H", "H"],
  "xyz": [[-0.0305, -0.2770, -1.7117], [1.5533, -5.5905, -5.6643], [0.2386, -4.8173, -5.6382], [0.3986, -3.3827, -5.5794], [0.8198, -2.7467, -4.4057], [1.4552, -1.1548, -4.6371], [0.7402, -3.4909, -3.3417], [0.8275, -2.9212, -2.0914], [1.6003, -3.5087, -1.2570], [2.5353, -4.6159, -1.6617], [1.5709, -3.0700, 0.1852], [2.0558, -3.9913, 1.1658], [2.1419, -3.5693, 2.4977], [1.7671, -2.3061, 2.8323], [1.1824, -1.3614, 1.8389], [1.1192, -1.8907, 0.4784], [1.3761, -6.6682, -5.7092], [2.1236, -5.3725, -4.7632], [2.1567, -5.3090, -6.5301], [-0.3436, -5.1172, -4.7669], [-0.3550, -5.0504, -6.5305], [0.8298, -2.9572, -6.3836], [2.8810, -4.4338, -2.6779], [2.0292, -5.5864, -1.6544], [3.3951, -4.6708, -0.9962], [2.3469, -4.9913, 0.8791], [2.5343, -4.2408, 3.2555], [1.9155, -1.9500, 3.8422], [1.9440, -0.5547, 1.7412], [6.8425, -3.8587, 1.2094], [7.3425, -2.6789, 0.7323], [8.5448, -2.5395, 0.7132], [6.3740, -1.7334, 0.1767], [5.0146, -2.0304, -0.0367], [4.1531, -1.0887, -0.5283], [4.5770, 0.2239, -0.8433], [5.9509, 0.5138, -0.6325], [6.8112, -0.4417, -0.1474], [3.6168, 1.0810, -1.2709], [3.9358, 2.2023, -1.8859], [2.9943, 3.2160, -2.1806], [3.4003, 4.3590, -2.9297], [2.5073, 5.3544, -3.2113], [1.1879, 5.2367, -2.7395], [0.8731, 4.0895, -2.0218], [1.7047, 3.1008, -1.7511], [5.8802, -3.8058, 1.2163], [4.6051, -3.0170, 0.1588], [3.1125, -1.3211, -0.6972], [6.3255, 1.5145, -0.8095], [7.8528, -0.2002, 0.0234], [4.9552, 2.3899, -2.2427], [4.4270, 4.4212, -3.2707], [2.8180, 6.2235, -3.7811], [0.4517, 6.0139, -2.8985], [-0.1330, 3.9642, -1.6244], [-5.7695, 5.6522, -5.6539], [-4.6746, 4.7723, -5.1161], [-3.4690, 5.3147, -4.6762], [-2.4578, 4.5020, -4.1894], [-2.6481, 3.1258, -4.1538], [-3.8451, 2.5647, -4.5741], [-4.8472, 3.3898, -5.0544], [-1.3734, 2.0537, -3.4715], [-0.2897, 2.0656, -4.9099], [-1.9888, 0.6995, -3.4066], [-5.5473, 6.7049, -5.4817], [-6.7268, 5.4260, -5.1811], [-5.8948, 5.5085, -6.7296], [-3.3223, 6.3881, -4.7064], [-1.5265, 4.9298, -3.8375], [-3.9646, 1.4914, -4.4989], [-5.7844, 2.9550, -5.3838], [-0.8854, 1.8589, -5.7966], [0.4393, 1.2683, -4.7576], [0.1964, 3.0387, -4.9586], [-0.1203, -0.6826, 2.2681], [-0.6718, -0.6507, 4.0629], [-1.9360, 0.8406, 4.3889], [-3.2122, 0.7973, 3.8290], [-4.1196, 1.8312, 4.0076], [-3.7705, 2.9358, 4.7700], [-2.5111, 2.9929, 5.3466], [-1.6096, 1.9561, 5.1556], [0.6908, -0.4380, 5.5384], [1.7128, 0.4967, 5.3762], [2.7035, 0.6682, 6.3298], [2.7011, -0.1108, 7.4780], [1.7023, -1.0551, 7.6569], [0.7118, -1.2121, 6.6968], [-1.6888, -2.2515, 4.6765], [-1.4790, -3.4858, 4.0667], [-2.1596, -4.6211, 4.4801], [-3.0855, -4.5405, 5.5103], [-3.3246, -3.3167, 6.1166], [-2.6309, -2.1893, 5.6995], [-0.1879, 0.3230, 1.8466], [-3.5030, -0.0674, 3.2350], [-5.0966, 1.7763, 3.5416], [-4.4740, 3.7486, 4.9108], [-2.2263, 3.8514, 5.9449], [-0.6294, 2.0209, 5.6150], [1.7429, 1.0899, 4.4664], [3.4877, 1.3992, 6.1710], [3.4809, 0.0091, 8.2209], [1.6985, -1.6777, 8.5449], [-0.0574, -1.9602, 6.8517], [-0.7830, -3.5541, 3.2411], [-1.9738, -5.5699, 3.9901], [-3.6245, -5.4248, 5.8311], [-4.0542, -3.2380, 6.9153], [-2.8281, -1.2394, 6.1873], [-5.8810, 2.4923, -0.8202], [-4.6215, 1.9412, -0.3968], [-4.4196, 0.8036, 0.3486], [-3.0682, 0.6361, 0.4257], [-2.4366, 1.6402, -0.2611], [-3.3883, 2.3976, -0.7328], [-6.5801, 2.5236, 0.0167], [-6.3176, 1.9038, -1.6304], [-5.7189, 3.5089, -1.1761], [-5.2421, 0.2392, 0.7527], [-2.4950, -0.1252, 0.9347], [-3.2612, 3.2846, -1.3349]],
  "largest_force_ev_per_a": 1.215,
  "e_homo_ev": [-1.5, -0.5],
  "total_charge": -2,
  "e_above_lowest_ev": 0.919,
  "spin_multiplicity": 1,
  "lumo_ha": [0.1141, 0.1142]
}

---

No. 2
{
  "formula": "C54H55N10OPSi2Ti",
  "method": "ωB97M-V/def2-TZVPD",
  "elements": ["Ti", "C", "C", "N", "C", "C", "C", "C", "C", "C", "C", "N", "C", "C", "C", "C", "C", "C", "C", "C", "N", "C", "H", "H", "H", "H", "H", "H", "H", "H", "H", "H", "H", "H", "C", "O", "C", "C", "C", "C", "C", "C", "C", "N", "C", "C", "N", "C", "C", "C", "C", "N", "C", "C", "N", "C", "C", "C", "C", "H", "H", "H", "H", "H", "H", "H", "H", "H", "H", "H", "H", "H", "H", "C", "Si", "C", "C", "C", "C", "C", "C", "C", "Si", "C", "C", "H", "H", "H", "H", "H", "H", "H", "H", "H", "H", "H", "H", "H", "H", "H", "H", "C", "N", "C", "N", "C", "N", "C", "P", "C", "C", "H", "H", "H", "H", "H", "H", "H", "H", "H", "H", "H", "H", "H"],
  "xyz": [[0.7473, -0.5233, 1.3040], [2.1962, -5.7404, 2.6667], [1.6891, -4.4521, 2.9591], [1.9611, -3.4005, 2.2419], [2.7925, -3.5198, 1.1754], [3.3105, -4.7714, 0.7737], [2.9829, -5.8949, 1.5703], [4.1290, -4.8663, -0.3800], [4.4236, -3.7326, -1.0720], [3.9559, -2.4671, -0.6389], [3.1658, -2.3187, 0.4738], [2.6896, -1.0821, 0.9340], [3.5918, -0.0185, 1.0485], [4.9732, -0.1042, 0.9778], [5.7984, 1.0286, 1.0967], [5.2771, 2.2703, 1.3124], [3.8809, 2.3990, 1.4857], [3.2716, 3.6364, 1.8166], [1.9382, 3.6852, 2.0578], [1.1778, 2.5018, 1.9735], [1.6942, 1.3425, 1.6315], [3.0485, 1.2683, 1.3742], [1.9530, -6.5766, 3.3090], [1.0290, -4.2941, 3.8108], [3.3747, -6.8688, 1.2952], [4.5127, -5.8324, -0.6889], [5.0425, -3.7879, -1.9606], [4.2533, -1.5855, -1.1919], [5.4390, -1.0691, 0.8450], [6.8725, 0.9019, 1.0171], [5.9095, 3.1453, 1.3974], [3.8889, 4.5251, 1.8910], [1.4459, 4.6084, 2.3308], [0.1272, 2.5154, 2.2196], [-4.4639, 9.5580, -6.6533], [-5.0743, 9.0307, -5.4852], [-4.4355, 8.0077, -4.8614], [-3.2422, 7.4473, -5.3039], [-2.6687, 6.4007, -4.5921], [-3.2626, 5.8991, -3.4451], [-4.4608, 6.4724, -3.0163], [-5.0438, 7.5140, -3.7109], [-2.6054, 4.7930, -2.7217], [-1.5170, 4.1766, -3.1120], [-1.2709, 3.2303, -2.1385], [-2.2165, 3.2814, -1.1597], [-3.0708, 4.2875, -1.5397], [-2.2003, 2.4697, 0.0339], [-3.0370, 2.5958, 1.0987], [-2.8207, 1.7749, 2.2438], [-1.8134, 0.8677, 2.2361], [-0.9711, 0.6658, 1.1706], [-1.1357, 1.5073, 0.0697], [-0.1872, 1.4067, -0.9326], [0.7824, 0.4169, -0.7719], [1.8579, 0.4976, -1.6047], [1.9704, 1.3810, -2.6364], [0.9078, 2.2886, -2.8968], [-0.1595, 2.3022, -2.0510], [-5.1085, 10.3598, -6.9975], [-4.3821, 8.7996, -7.4356], [-3.4719, 9.9607, -6.4356], [-2.7499, 7.8151, -6.1918], [-1.7380, 5.9581, -4.9253], [-4.9641, 6.1058, -2.1276], [-5.9730, 7.9621, -3.3806], [-3.8651, 4.6184, -1.0229], [-3.8385, 3.3281, 1.0898], [-3.4439, 1.8614, 3.1238], [-1.6358, 0.2455, 3.1078], [2.6362, -0.2394, -1.4355], [2.8628, 1.3652, -3.2504], [0.9411, 2.9904, -3.7217], [2.8448, -1.4059, 4.4909], [1.2101, -0.7157, 3.8451], [1.1039, 0.9233, 4.7993], [-0.1826, -1.7464, 4.6622], [-0.2496, -1.8694, 6.0616], [-1.3005, -2.5186, 6.6918], [-2.3271, -3.0640, 5.9246], [-2.2692, -2.9691, 4.5420], [-1.2060, -2.3251, 3.8860], [-1.1445, -2.2952, 1.9636], [-1.2966, -4.1990, 1.5998], [-2.9733, -1.8242, 1.5099], [2.9219, -1.2286, 5.5697], [3.6927, -0.9033, 4.0072], [2.9471, -2.4746, 4.3097], [1.2239, 0.7554, 5.8761], [0.1372, 1.4207, 4.6452], [1.8919, 1.6181, 4.4817], [0.5406, -1.4405, 6.6739], [-1.3286, -2.5928, 7.7735], [-3.1644, -3.5590, 6.4041], [-3.0775, -3.4054, 3.9561], [-2.0093, -4.4061, 0.7913], [-1.6927, -4.6847, 2.4984], [-0.3591, -4.7024, 1.3609], [-3.5572, -2.7092, 1.2203], [-3.0397, -1.0879, 0.6995], [-3.4787, -1.3775, 2.3704], [-1.2644, -2.4977, -3.9333], [-1.8674, -2.9963, -2.6207], [-1.5886, -4.5051, -2.4974], [-0.1997, -4.7850, -2.6251], [0.3127, -4.2586, -3.8860], [0.1174, -2.8141, -4.0049], [0.9212, -2.0529, -3.0288], [0.5248, -2.4379, -1.2379], [-1.3029, -2.2419, -1.4462], [0.5872, -4.2905, -1.4706], [-1.4278, -1.4219, -3.9668], [-1.8181, -2.9893, -4.7324], [-2.8765, -2.8539, -2.6434], [-2.1594, -4.9790, -3.2949], [-1.9655, -4.8102, -1.5243], [-0.2007, -4.7512, -4.7132], [1.3770, -4.4760, -3.9501], [0.7818, -0.9851, -3.2043], [1.9770, -2.2699, -3.2006], [-1.5274, -1.1803, -1.5769], [-1.8145, -2.5853, -0.5514], [0.2481, -4.7854, -0.5653], [1.6342, -4.5707, -1.6143]],
  "largest_force_ev_per_a": 2.042,
  "e_homo_ev": -4.5,
  "e_above_lowest_ev": 0.050,
  "spin_multiplicity": 1,
  "lumo_ha": -0.0144
}

---

No. 3
{
  "formula": "C54H60BrFIN4O7P",
  "method": "ωB97M-V/def2-TZVPD",
  "elements": ["C", "C", "C", "C", "C", "C", "C", "C", "C", "F", "O", "C", "O", "C", "N", "C", "N", "I", "N", "C", "O", "C", "C", "C", "C", "C", "C", "C", "C", "C", "C", "P", "N", "C", "Br", "C", "C", "H", "H", "H", "H", "H", "H", "H", "H", "H", "H", "H", "H", "H", "H", "H", "H", "H", "H", "H", "H", "H", "H", "H", "H", "H", "H", "H", "H", "H", "H", "H", "H", "H", "H", "H", "H", "H", "H", "H", "H", "H", "H", "H", "H", "C", "C", "C", "C", "C", "C", "C", "O", "C", "C", "C", "C", "C", "C", "C", "O", "H", "H", "H", "H", "H", "H", "H", "H", "C", "C", "C", "C", "C", "C", "C", "O", "C", "C", "C", "C", "C", "C", "C", "O", "H", "H", "H", "H", "H", "H", "H", "H"],
  "xyz": [[-5.3816, 2.7646, -7.0761], [-5.3839, 3.1789, -8.6276], [-4.4405, 2.2795, -9.5783], [-4.0937, 0.8106, -8.9762], [-2.7110, 0.9502, -8.1651], [-2.6475, 0.0936, -6.7958], [-1.3487, 0.6624, -5.9705], [-0.4723, -0.5195, -5.3198], [0.0886, -0.2003, -3.8425], [-1.0335, 0.2451, -3.0593], [1.2482, 0.6433, -3.8110], [0.9494, 2.0444, -3.7067], [1.8333, 2.7103, -4.6979], [1.0469, 3.0861, -5.8376], [0.2406, 3.6916, -6.5159], [1.4123, 2.6327, -2.2394], [1.9404, 1.5618, -1.3270], [3.1952, 3.9296, -2.5687], [0.4059, 3.5227, -1.5947], [-0.9290, 2.8858, -1.4077], [-0.9452, 1.7215, -0.5521], [-1.8908, 1.8181, 0.5101], [-1.3068, 1.5972, 1.9611], [-2.1606, 1.6099, 3.2578], [-1.3954, 1.3146, 4.6396], [-3.6869, 1.8731, 3.1040], [-4.2941, 2.0977, 1.6650], [-3.4184, 2.0677, 0.3747], [-4.1002, 2.2520, -1.0600], [-5.6946, 2.5096, -1.0124], [-3.8935, 0.8696, -1.8956], [0.0939, 5.0143, -2.5094], [0.7175, 6.2833, -1.7130], [0.5580, -1.6151, -3.1573], [-1.0825, -2.5399, -2.5153], [1.4847, -2.5090, -4.1102], [1.7389, -3.9134, -3.3015], [-4.3242, 2.5783, -6.6448], [-5.9017, 3.5582, -6.4245], [-5.9417, 1.7547, -6.9646], [-6.4478, 3.1131, -9.0534], [-5.0293, 4.2745, -8.7309], [-3.4460, 2.8521, -9.7339], [-4.9414, 2.1105, -10.5918], [-4.9249, 0.3706, -8.3297], [-3.8737, 0.1343, -9.8888], [-1.7923, 0.6527, -8.8091], [-2.5002, 2.0476, -7.8528], [-2.4149, -1.0269, -6.9738], [-3.5623, 0.2575, -6.1216], [-0.6805, 1.1600, -6.7747], [-1.7430, 1.4137, -5.1970], [-1.1771, -1.4358, -5.2313], [0.4069, -0.8186, -6.0124], [-0.1066, 2.3523, -4.0096], [1.2810, 0.7736, -1.2543], [2.8142, 1.1806, -1.7367], [-1.6012, 3.6815, -0.8934], [-1.4828, 2.6062, -2.3778], [-0.1736, 1.3920, 2.0643], [-1.3161, 0.1586, 4.7091], [-0.3242, 1.7102, 4.6578], [-2.0500, 1.6578, 5.5085], [-4.3432, 1.8647, 4.0340], [-5.4355, 2.2720, 1.6498], [-3.6162, 3.1383, -1.6247], [-5.9786, 3.4418, -0.4017], [-6.1655, 2.4872, -2.0560], [-6.1394, 1.6092, -0.4322], [-3.6657, 1.0643, -3.0023], [-4.8868, 0.2875, -1.7761], [-3.0874, 0.2245, -1.4034], [0.6098, 4.9552, -3.8452], [-1.3378, 5.2329, -2.6261], [1.1836, 5.8779, -0.8706], [1.1578, -1.3034, -2.2160], [2.5325, -2.0447, -4.2253], [1.0101, -2.8135, -5.1015], [1.6719, -3.6880, -2.1653], [0.8436, -4.6192, -3.5070], [2.7299, -4.4089, -3.5742], [2.8671, -3.1541, 0.7830], [1.7840, -2.6229, 1.4806], [1.1215, -3.3934, 2.4300], [1.5334, -4.7038, 2.6764], [2.6022, -5.2435, 1.9604], [3.2762, -4.4617, 1.0207], [3.0178, -6.6481, 2.1767], [3.9541, -7.1191, 1.5539], [2.2735, -7.4737, 3.1540], [2.6165, -8.8158, 3.3270], [1.9311, -9.5958, 4.2528], [0.9078, -9.0367, 5.0154], [0.5594, -7.7016, 4.8420], [1.2356, -6.9200, 3.9036], [0.8334, -5.5102, 3.7015], [-0.0649, -5.0211, 4.3652], [3.3896, -2.5489, 0.0484], [1.4574, -1.6060, 1.2852], [0.2816, -2.9723, 2.9740], [4.1172, -4.8716, 0.4700], [3.4149, -9.2573, 2.7386], [2.1961, -10.6405, 4.3820], [0.3782, -9.6439, 5.7427], [-0.2421, -7.2731, 5.4357], [1.7742, 3.1336, 10.6928], [3.0288, 3.2227, 11.2921], [4.1554, 2.7573, 10.6224], [4.0286, 2.1896, 9.3540], [2.7692, 2.0783, 8.7644], [1.6427, 2.5622, 9.4318], [2.6147, 1.4334, 7.4407], [1.5148, 1.3388, 6.9227], [3.8143, 0.8974, 6.7596], [3.6768, 0.2356, 5.5380], [4.8003, -0.2599, 4.8842], [6.0652, -0.0884, 5.4426], [6.2058, 0.5653, 6.6620], [5.0788, 1.0510, 7.3276], [5.2355, 1.7135, 8.6416], [6.3418, 1.8602, 9.1334], [0.8966, 3.5053, 11.2124], [3.1289, 3.6573, 12.2817], [5.1309, 2.8342, 11.0924], [0.6618, 2.4907, 8.9725], [2.6945, 0.1012, 5.0954], [4.6904, -0.7787, 3.9369], [6.9422, -0.4689, 4.9285], [7.1936, 0.6914, 7.0943]],
  "largest_force_ev_per_a": 6.227,
  "e_homo_ev": -8.3,
  "spin_multiplicity": 1,
  "lumo_ha": -0.0415
}

---

Asked for E_tot across the records above, the calculation gives -5647.86544, -4483.42220, -6151.93432 Eh in order.